Entry 1:
This record from OMol25 describes a molecular structure, C18H13N4O4Re at a distorted geometry. The level of theory is ωB97M-V/def2-TZVPD.

```
40
C18H13N4O4Re ωB97M-V/def2-TZVPD
Re 1.02356 -0.31422 0.40669
C -3.32170 -3.77921 -0.78047
C -2.27135 -4.37360 -1.52782
C -1.05723 -3.76805 -1.56525
C -0.86112 -2.53416 -0.83963
C -1.92047 -1.93085 -0.10696
C -3.13356 -2.54179 -0.08111
N 0.39379 -1.89622 -0.84890
N 1.23563 -2.43903 -1.67302
C 2.43544 -1.81177 -1.70874
C 3.43489 -2.29341 -2.54039
C 4.66461 -1.61742 -2.55977
C 4.82045 -0.50810 -1.76351
C 3.75618 -0.07470 -0.93981
N 2.58908 -0.70786 -0.90588
H -4.28853 -4.26902 -0.73517
H -2.44176 -5.30364 -2.05345
H -0.23685 -4.20139 -2.11517
H -1.76447 -0.99124 0.40213
H -3.96410 -2.10484 0.45733
H 3.24641 -3.16964 -3.14777
H 5.47089 -1.96462 -3.19354
H 5.74853 0.04933 -1.75391
H 3.85593 0.80137 -0.31170
O 0.52867 0.06209 2.27530
C 0.03305 1.12236 2.82770
C -0.50715 2.18349 2.11964
C -1.09520 3.25495 2.84511
C -1.64912 4.28172 2.14823
C -1.65113 4.30868 0.75333
C -1.07894 3.27352 0.02568
C -0.50281 2.21773 0.69725
O 0.07523 1.24650 -0.06416
N -2.26106 5.40059 2.89153
O -2.78982 6.26011 2.22929
O -2.29170 5.29051 4.09501
H 0.04910 1.12994 3.91621
H -1.10700 3.26469 3.92870
H -2.10247 5.15679 0.25221
H -1.06387 3.29040 -1.05523
```

Summary:
E_HOMO (spin up / spin down) = -18.19 / -18.19 eV
LUMO (spin up / spin down) = -12.7 / -13.9 eV
Charge = +3
Multiplicity = 4
Orbital gap (spin up / spin down) = 5.51 / 4.29 eV

Entry 2:
This record from OMol25 describes a molecular structure, C18H13N4O4Ti at a distorted geometry. The level of theory is ωB97M-V/def2-TZVPD.

```
40
C18H13N4O4Ti ωB97M-V/def2-TZVPD
Ti 0.17877 -0.32392 -0.60077
O -3.35981 1.62191 -1.71416
C -2.15466 1.21954 -1.48045
O -1.86667 0.18437 -0.85904
C -1.04640 2.06189 -2.00427
C -1.09389 3.25125 -2.69725
C 0.13239 3.81728 -3.07057
C 1.33314 3.19828 -2.75112
C 1.28326 2.00260 -2.04613
N 0.11901 1.47944 -1.70184
C 2.44944 1.14380 -1.58029
O 3.58209 1.37254 -1.84664
O 1.99182 0.10619 -0.85373
H -4.02906 1.02269 -1.33788
H -2.03335 3.72718 -2.94076
H 0.13721 4.75109 -3.61713
H 2.28991 3.61708 -3.03311
C 0.05308 1.68444 4.55905
C -0.08156 2.16015 3.26118
C -0.08639 1.26001 2.21189
C 0.04079 -0.10238 2.47349
C 0.17960 -0.59003 3.77104
C 0.18257 0.32009 4.80978
N 0.03336 -0.94195 1.33765
N 0.09693 -2.18303 1.51193
C 0.10738 -2.97855 0.33638
C 0.12861 -4.34498 0.51138
C 0.14710 -5.15060 -0.62485
C 0.15051 -4.55934 -1.87793
C 0.13479 -3.17829 -1.97078
N 0.11039 -2.39349 -0.88582
H 0.06145 2.38117 5.38625
H -0.17839 3.21992 3.07240
H -0.19101 1.63118 1.19157
H 0.28642 -1.64810 3.95923
H 0.29055 -0.03114 5.82647
H 0.13497 -4.75059 1.51250
H 0.16355 -6.22764 -0.52617
H 0.17103 -5.15205 -2.78088
H 0.15109 -2.67799 -2.93059
```

Summary:
Energy above the lowest of the compared OMol25 structures with the same formula, charge and spin = 8.41 kJ/mol
E_HOMO (spin up / spin down) = -15.26 / -15.30 eV
LUMO (spin up / spin down) = -8.3 / -8.3 eV
Charge = +2
Multiplicity = 2
Orbital gap (spin up / spin down) = 6.98 / 7.03 eV

Entry 3:
This record from OMol25 describes a molecular structure, C18H14CdF6N4O8S2 at a distorted geometry. The level of theory is ωB97M-V/def2-TZVPD.

```
53
C18H14CdF6N4O8S2 ωB97M-V/def2-TZVPD
Cd -3.97427 10.95557 16.27836
O -3.65403 8.63170 15.95624
C -2.59879 8.24143 15.34773
C -1.72882 7.21458 15.84245
C -0.53113 6.90549 15.19500
C -0.20371 7.53338 13.95479
C -1.07316 8.42509 13.40000
C -2.25907 8.84355 14.04917
C -2.98378 9.94071 13.49480
N -4.11541 10.41669 13.95681
N -5.06361 11.00593 13.26303
C -6.09379 11.23996 14.04460
O -6.15589 11.32491 15.31698
C -7.33684 11.51618 13.33966
C -7.34075 11.72040 11.95875
C -8.46516 11.57688 11.26483
C -9.66157 11.42552 11.96461
C -9.75434 11.39274 13.31437
C -8.53827 11.51782 14.04072
H -2.06961 6.84215 16.79804
H 0.28787 6.21920 15.62273
H 0.78804 7.32873 13.50487
H -0.72042 8.97384 12.53778
H -2.57155 10.20318 12.54181
H -6.46669 12.02446 11.41571
H -8.42392 11.60329 10.17605
H -10.53322 11.10551 11.34873
H -10.67336 11.23452 13.83546
H -8.52700 11.57097 15.14477
N -5.34017 10.27088 18.07219
C -4.48460 9.22626 18.64897
C -2.91106 9.63167 18.61395
O -2.17098 8.92915 19.34742
O -2.69548 10.72766 17.97997
H -5.42733 11.05332 18.72688
H -6.20762 9.88556 17.82995
H -4.51704 8.33775 18.07115
H -4.78900 8.96764 19.67121
F -0.86518 13.48455 14.08353
C -0.93500 13.50562 15.45286
F 0.18032 14.11466 15.90225
F -0.90701 12.24725 15.87752
S -2.53613 14.36730 16.12013
O -3.53653 13.33201 15.94998
O -2.04756 14.73633 17.42625
N -2.78974 15.60882 15.22209
S -2.43461 17.19468 15.42124
O -3.67645 17.90640 15.59342
O -1.26224 17.44506 16.19482
C -1.79545 17.61661 13.69364
F -2.90692 17.67477 12.81252
F -0.90073 16.70367 13.25992
F -1.23597 18.85162 13.72348
```

Summary:
Energy above the lowest of the compared OMol25 structures with the same formula, charge and spin = 71.53 kJ/mol
E_HOMO = -1.65 eV
LUMO = 4.6 eV
Charge = -2
Orbital gap = 6.20 eV

Entry 4:
This record from OMol25 describes a single C18H14ClF5N6O molecule at a distorted geometry. The level of theory is ωB97M-V/def2-TZVPD.

```
45
C18H14ClF5N6O ωB97M-V/def2-TZVPD
O 3.88381 2.24998 4.80304
F -1.89370 -1.94944 -7.09403
F -1.79518 -3.10319 -5.36425
F -0.32074 -1.60162 -5.58042
F -3.73289 -1.51274 -4.75787
F -2.58524 0.28362 -5.46711
Cl -5.18026 -3.18975 2.23945
N -0.27617 -1.32547 -1.16861
N 1.60823 0.70845 -0.14430
N 1.41892 -0.27319 1.85662
N 2.31801 1.75275 0.35478
C 3.37893 1.91826 3.76436
C -0.02370 -0.99253 0.05274
C 1.01016 -0.25335 0.58833
C 2.31387 0.63443 2.33201
C 2.78762 1.66509 1.57080
C -2.76358 -1.79394 2.64634
C -1.51802 -1.38490 2.13710
C -3.43989 -2.35706 0.27804
C -3.76720 -2.29640 1.68059
C -1.17003 -1.46585 0.81806
C -2.15256 -1.90973 -0.08346
N 2.65730 0.78726 3.62577
N -1.50930 -1.82557 -1.31339
C 2.51918 3.96687 2.59509
C 4.70697 3.27987 1.96314
C -1.63752 -1.83739 -5.77524
C -1.99284 -1.98541 -2.67436
C -1.94261 -0.69574 -3.48356
C -2.52879 -0.94052 -4.90656
C 3.33541 2.72122 2.46868
H -2.92063 -1.79158 3.70464
H -0.79714 -1.20650 2.99061
H -4.22450 -2.69561 -0.33932
H 2.11591 0.45244 4.46148
H 3.10117 4.66395 3.25143
H 1.54296 3.70889 2.91344
H 2.33401 4.59856 1.62984
H 4.93185 4.23987 2.47879
H 4.75350 3.37585 0.85353
H 5.52308 2.61230 2.33298
H -3.10774 -2.29106 -2.57975
H -1.35926 -2.78289 -3.13242
H -1.01685 -0.22850 -3.52523
H -2.58456 0.07028 -3.00185
```

Summary:
SMILES = CC1(C)C(=O)Nc2nc(-c3nn(CCC(F)(F)C(F)(F)F)c4cc(Cl)ccc34)nnc21
Energy above the lowest of the compared OMol25 structures with the same formula, charge and spin = 241.82 kJ/mol
E_HOMO = -8.68 eV
LUMO = -0.4 eV
Orbital gap = 8.29 eV

What did the fourth record say?
This record from OMol25 describes a single C18H14ClF5N6O molecule at a distorted geometry. The level of theory is ωB97M-V/def2-TZVPD.

```
45
C18H14ClF5N6O ωB97M-V/def2-TZVPD
O 3.88381 2.24998 4.80304
F -1.89370 -1.94944 -7.09403
F -1.79518 -3.10319 -5.36425
F -0.32074 -1.60162 -5.58042
F -3.73289 -1.51274 -4.75787
F -2.58524 0.28362 -5.46711
Cl -5.18026 -3.18975 2.23945
N -0.27617 -1.32547 -1.16861
N 1.60823 0.70845 -0.14430
N 1.41892 -0.27319 1.85662
N 2.31801 1.75275 0.35478
C 3.37893 1.91826 3.76436
C -0.02370 -0.99253 0.05274
C 1.01016 -0.25335 0.58833
C 2.31387 0.63443 2.33201
C 2.78762 1.66509 1.57080
C -2.76358 -1.79394 2.64634
C -1.51802 -1.38490 2.13710
C -3.43989 -2.35706 0.27804
C -3.76720 -2.29640 1.68059
C -1.17003 -1.46585 0.81806
C -2.15256 -1.90973 -0.08346
N 2.65730 0.78726 3.62577
N -1.50930 -1.82557 -1.31339
C 2.51918 3.96687 2.59509
C 4.70697 3.27987 1.96314
C -1.63752 -1.83739 -5.77524
C -1.99284 -1.98541 -2.67436
C -1.94261 -0.69574 -3.48356
C -2.52879 -0.94052 -4.90656
C 3.33541 2.72122 2.46868
H -2.92063 -1.79158 3.70464
H -0.79714 -1.20650 2.99061
H -4.22450 -2.69561 -0.33932
H 2.11591 0.45244 4.46148
H 3.10117 4.66395 3.25143
H 1.54296 3.70889 2.91344
H 2.33401 4.59856 1.62984
H 4.93185 4.23987 2.47879
H 4.75350 3.37585 0.85353
H 5.52308 2.61230 2.33298
H -3.10774 -2.29106 -2.57975
H -1.35926 -2.78289 -3.13242
H -1.01685 -0.22850 -3.52523
H -2.58456 0.07028 -3.00185
```

Summary:
SMILES = CC1(C)C(=O)Nc2nc(-c3nn(CCC(F)(F)C(F)(F)F)c4cc(Cl)ccc34)nnc21
Energy above the lowest of the compared OMol25 structures with the same formula, charge and spin = 241.82 kJ/mol
E_HOMO = -8.68 eV
LUMO = -0.4 eV
Orbital gap = 8.29 eV

Q: What is the formula in the second record?
A: C18H13N4O4Ti